The following is a quantum chemistry calculation of a single C6H9N molecule, from the OMol25 dataset.

Values from the calculation:
- HOMO level: -7.84 eV
- Frontier orbital gap: 8.90 eV
- Relative energy (zero: lowest compared OMol25 entry of this formula, charge and spin): 7.6 kcal per mole
- LUMO level: 1.0529 eV
- SMILES string: Cc1cc[nH]c1C
- Strongest force on any atom: 0.70 eV/Å

Each line ends with the natural charge from an NBO analysis.
Cartesian coordinates (Å):
C1 -0.5173 -0.8236 -1.8390  -0.0701
H1 -0.6507 -1.3637 -2.7647  0.2091
H2 1.1020 1.8777 1.1654  0.2114
C2 0.4982 1.9851 0.2615  -0.6255
H3 -0.6144 1.3187 -2.2778  0.2164
H4 -0.1840 -2.4681 -0.5514  0.4042
C3 0.0648 -1.0870 1.7553  -0.6426
H5 1.1755 2.3327 -0.5268  0.2154
H6 0.1095 -0.2889 2.4967  0.2298
H7 0.9285 -1.7387 1.9190  0.2121
C4 -0.0942 0.6752 -0.2053  -0.0932
C5 -0.0506 -0.5794 0.3564  0.1173
N1 -0.2950 -1.4752 -0.6583  -0.5099
C6 -0.4348 0.5132 -1.5792  -0.3024
H8 -0.8228 -1.6754 2.0117  0.2176
H9 -0.2147 2.7976 0.4363  0.2106

=====

The following is a quantum chemistry calculation of 4 unconnected molecules or ions with the total composition C16H44N4O4, from the OMol25 dataset.

Values from the calculation:
- HOMO level: -9.09 eV
- Frontier orbital gap: 9.74 eV
- Relative energy (zero: lowest compared OMol25 entry of this formula, charge and spin): 16.4 kcal per mole
- LUMO level: 0.6534 eV
- SMILES string: COC[C@H](C)N.COC[C@H](C)N.COC[C@H](C)N.COC[C@H](C)N
- Strongest force on any atom: 1.94 eV/Å

Each line ends with the natural charge from an NBO analysis.
Cartesian coordinates (Å):
O1 0.4939 -0.4552 -0.8084  -0.5536
C1 2.2195 1.8310 2.9393  -0.6204
H1 2.1899 -0.0700 -1.9910  0.1967
H2 6.3477 -2.0155 -1.5057  0.2192
H3 -1.7139 3.2153 -0.1703  0.1698
H4 -3.4564 1.0167 2.8532  0.2119
C2 0.4998 2.6061 1.2701  -0.0876
H5 -3.4372 -1.7109 -0.3731  0.1986
C3 -5.0101 2.2806 3.6780  -0.6211
H6 1.9951 -5.4066 -1.8760  0.1699
C4 -0.7207 3.3279 -0.6113  -0.2502
H7 -4.8963 2.1190 -1.1456  0.1759
H8 -1.4431 -0.0093 -1.2058  0.1661
N1 5.7111 -3.0149 -3.9124  -0.8356
C5 1.5930 3.0292 2.2281  -0.0700
H9 -0.7285 4.0967 -1.3784  0.1901
H10 1.1557 -1.3882 -2.4822  0.1630
C6 5.6069 -3.6455 -2.5833  -0.0637
H11 -5.9045 1.6569 3.6475  0.2154
C7 5.3854 -2.5178 -1.5683  -0.6122
H12 2.7983 2.1585 3.8044  0.2256
H13 -4.7422 2.4189 4.7276  0.2316
C8 -2.6475 -2.2771 0.1214  -0.6153
H14 -5.1001 2.8630 1.0080  0.1670
H15 4.7946 -2.6967 -4.2069  0.3584
H16 -0.6751 0.0825 1.4485  0.3620
H17 6.5719 -4.1299 -2.4195  0.1894
H18 -3.3256 3.8962 2.8736  0.3474
H19 2.8853 1.3542 2.2236  0.2135
H20 6.0485 -3.7073 -4.5710  0.3503
C9 4.5041 -4.7041 -2.5630  -0.0738
H21 0.2455 3.6469 3.5733  0.3436
H22 -3.2867 1.4627 -1.7205  0.1987
H23 0.7059 4.8079 2.6471  0.3567
H24 4.7165 -5.5548 -3.2194  0.1683
C10 -4.0789 1.4125 -0.9865  -0.2478
O2 -3.5577 1.6929 0.3150  -0.5762
C11 1.1496 -0.3787 -2.0555  -0.2510
C12 -1.3303 -1.4957 0.3156  -0.0648
H25 -5.3252 1.1147 1.1856  0.1716
H26 0.8973 1.8134 0.6183  0.1785
H27 1.4442 1.2139 3.4037  0.2041
H28 -0.5857 -2.2436 0.5990  0.1913
C13 2.1476 -4.9153 -2.8363  -0.2457
C14 -4.5865 1.9251 1.2630  -0.0693
H29 4.4668 -5.0739 -1.5203  0.1581
H30 -5.3737 3.3039 3.4798  0.1928
H31 -2.1999 0.1926 0.9969  0.3660
C15 -3.9501 1.9688 2.6404  -0.0915
H32 -0.8719 -1.6961 -1.7571  0.1705
H33 2.3867 3.4922 1.6291  0.1880
O3 3.2646 -4.0723 -2.7692  -0.5543
H34 -4.5514 0.4287 -0.9321  0.1720
H35 1.2917 -4.2972 -3.1124  0.1877
H36 -2.4239 -3.0318 -0.6436  0.1993
O4 0.1694 3.6945 0.4270  -0.5557
H37 2.1223 -5.6366 -3.6614  0.1673
H38 5.0860 -2.8605 -0.5755  0.2053
H39 0.6654 0.2513 -2.8082  0.1620
N2 -2.8853 2.9900 2.7356  -0.8267
C16 -0.8526 -0.9069 -1.0007  -0.0792
H40 -0.4175 2.3648 -1.0365  0.1654
H41 -0.3766 2.2471 1.8239  0.1616
N3 1.1133 4.0411 3.1876  -0.8213
N4 -1.5155 -0.4817 1.3514  -0.8478
H42 -2.8506 -2.7583 1.0713  0.2298
H43 4.5637 -1.8922 -1.9130  0.2125
H44 -2.4165 3.0273 1.8335  0.3619

=====

The following is a quantum chemistry calculation of a molecular structure, C24H45CdF9O12, from the OMol25 dataset.

Values from the calculation:
- HOMO level: -8.07 eV
- Frontier orbital gap: 8.33 eV
- LUMO level: 0.2612 eV
- Strongest force on any atom: 4.57 eV/Å

Each line ends with the Löwdin charge.
Cartesian coordinates (Å):
F1 4.4424 3.7867 -2.7323  0.1387
C1 2.9191 0.9979 -5.2740  -0.2488
Cd1 1.3216 1.0640 -0.9255  1.4540
C2 2.3728 2.6742 -3.5996  -0.3913
C3 2.4449 0.9766 5.1123  -0.6082
H1 -3.6277 -2.2418 -1.4881  0.1127
O1 0.5674 1.3062 6.6072  0.0023
H2 -1.0640 1.5709 1.0796  0.1270
H3 -4.5265 -1.0589 1.6459  0.1187
O2 1.0335 3.0368 5.1366  0.0988
H4 -6.0421 -3.0358 2.1510  0.1287
F2 2.6239 0.0476 6.0022  0.2052
O3 2.6678 1.2808 -3.8930  -0.1298
H5 4.7737 1.4558 -2.1738  0.0494
H6 -6.8186 -1.3480 1.9006  0.1251
C4 3.5687 3.7592 -3.7356  -0.5966
C5 3.4190 -0.4771 -5.4592  -0.0679
H7 2.8619 -1.2360 -4.9099  0.0547
H8 -0.4923 2.8196 7.5048  0.1297
H9 2.8872 3.9628 0.7220  0.1015
O4 1.1704 -0.4833 0.4328  -0.2930
H10 0.1964 4.2012 0.1131  0.1364
H11 1.9859 0.9636 -5.8363  0.1041
F3 1.8957 -3.1481 0.9554  0.2191
C6 2.4003 3.2247 1.3593  -0.1158
H12 4.9941 0.4965 0.3139  0.1115
H13 -1.9009 3.0336 0.5163  0.1301
H14 -5.0392 -3.2218 -1.3716  0.1179
O5 1.6962 2.5855 -2.4147  -0.2787
C7 2.5078 -0.9508 0.4782  -0.3923
H15 -1.8844 -0.6290 -2.6151  0.1394
H16 -1.2561 0.9352 -3.3333  0.1473
F4 4.2130 3.5816 -4.8770  0.1423
O6 -1.8818 -4.0813 -1.3618  -0.1788
H17 -7.9682 -4.2218 1.2260  0.0852
H18 -3.3177 -5.0344 -0.1551  0.1264
F5 2.0963 -2.6383 -1.1245  0.1468
H19 4.9566 -0.1828 -2.6761  0.0676
C8 -0.6922 1.8836 6.9833  -0.1997
H20 1.5282 2.8592 -4.2633  0.1427
H21 -8.7046 -3.6399 -0.2245  0.0897
C9 -1.7015 0.9889 -1.3233  -0.2045
O7 -7.0355 -2.7111 0.3637  -0.2068
C10 0.1703 3.3691 0.8168  -0.1516
H22 0.2230 -2.0481 -2.7558  0.0872
H23 -0.9575 0.0651 8.1119  0.0784
C11 4.5803 -0.0173 -0.5538  -0.1881
C12 -4.9627 -1.7029 0.8822  -0.1868
H24 0.0884 3.7567 1.8323  0.1275
C13 -1.1993 -3.3040 -0.4066  -0.1065
O8 0.0822 -0.0798 -2.2053  -0.2961
F6 2.1784 0.4719 3.9175  0.1877
C14 -1.0049 2.4233 0.4029  -0.1138
H25 -8.9592 -2.7468 1.3118  0.0874
H26 -1.3327 -3.5796 0.6395  0.1023
H27 -2.1525 1.4648 8.4961  0.0795
H28 0.4431 -0.9287 -4.0757  0.1040
H29 2.1602 3.7355 2.2918  0.0925
H30 -2.4726 1.6055 -1.7852  0.1466
H31 -1.5122 -2.2624 -0.4788  0.0681
H32 -5.2571 -1.0487 0.0615  0.1234
C15 -8.2456 -3.3051 0.7058  -0.1302
C16 5.1832 0.4973 -1.8550  -0.0538
O9 -4.0747 -2.7360 0.4805  -0.1325
C17 1.3247 1.9263 5.6490  -0.2760
O10 1.3881 2.6740 0.6388  -0.2770
H33 -3.7307 -4.9465 -1.7709  0.1140
C18 -3.2472 -4.3479 -0.9988  -0.1636
H34 -2.2733 0.2709 7.2221  0.0713
O11 -0.6522 1.8470 -0.8943  -0.2244
H35 -0.1603 -3.2661 -0.7338  0.0689
H36 6.2296 0.8013 -1.8847  0.0847
H37 2.9499 -0.8691 1.4712  0.1452
F7 3.5521 1.6844 4.9583  0.1745
H38 4.4256 -0.6257 -5.0686  0.0569
H39 -1.3272 2.0351 6.1104  0.1224
C19 -4.0767 -3.0378 -0.8941  -0.1879
H40 3.5774 1.6640 -5.8317  0.1060
O12 3.0954 -0.0587 -0.4612  -0.1968
C20 0.6203 -1.0652 -3.0088  -0.1059
C21 -1.5700 0.8990 7.7690  -0.0634
C22 2.5634 -2.4745 0.1092  -0.5982
H41 1.6713 -1.1485 -2.7321  0.0773
H42 3.4499 -0.6752 -6.5306  0.0704
C23 -1.2755 0.2640 -2.4747  -0.1799
H43 -2.0129 0.2924 -0.5448  0.1380
F8 3.8852 -2.8916 0.2548  0.0876
H44 3.1587 2.4685 1.5620  0.0943
F9 3.1266 4.9903 -3.7411  0.1625
C24 -6.2941 -2.2092 1.4867  -0.1705
H45 5.0326 -0.9839 -0.3322  0.1036

=====

Question: Among the records above, which one has the lowest strongest force on any atom?
Answer: C6H9N

=====

Question: What is the strongest force on any atom in the second record?
Answer: 1.94 eV/Å

=====

Question: Which value of strongest force on any atom does entry 3 give?
Answer: 4.57 eV/Å

=====

Question: Which value of HOMO level does entry 1 give?
Answer: -7.84 eV